ORCA calculation (wB97M-V/def2-TZVPD) on a single C24H29N7OS molecule.

* structure (SMILES): COc1ccc([C@H](c2nnnn2C(C)(C)C)N2CCN(c3nc4ccccc4s3)CC2)cc1
* multiplicity: 1
* gap between HOMO and LUMO: 8.5 eV
* charge: 0

```
62
Properties=species:S:1:pos:R:3:forces:R:3
C -7.56988 -1.14028 -0.33405 -0.151 0.004 -0.185
O -6.64543 -1.16663 0.72648 0.287 0.030 0.215
C -5.36275 -0.78405 0.48067 0.144 0.016 0.109
C -4.49852 -0.81053 1.57589 -0.235 -0.060 -0.031
C -3.17892 -0.44260 1.43030 -0.079 0.035 -0.129
C -2.67747 -0.03836 0.19522 0.085 0.081 0.123
C -1.19719 0.27353 0.07987 -0.012 -0.271 0.035
C -0.90698 1.48336 -0.74355 0.383 0.590 0.087
N -1.47995 1.77266 -1.89239 -0.324 -0.646 0.350
N -0.93632 2.90097 -2.32085 -0.219 0.400 -0.841
N -0.06153 3.31703 -1.50947 0.756 0.764 0.280
N 0.00804 2.45876 -0.49024 -1.005 -0.714 -0.607
C 0.97853 2.65955 0.57985 0.634 0.175 0.580
C 0.25010 2.85022 1.91383 -0.003 -0.031 -0.181
C 1.93460 1.46557 0.60994 -0.113 0.169 0.030
C 1.76460 3.93137 0.25575 -0.071 -0.071 -0.002
N -0.39654 -0.83688 -0.44119 0.059 0.078 0.016
C -0.33359 -1.97459 0.45931 0.054 -0.013 0.111
C 0.51764 -3.07250 -0.20692 -0.049 -0.088 0.191
N 1.36128 -2.48049 -1.22425 -0.113 -0.318 -0.107
C 2.47858 -1.86295 -0.79317 0.605 0.394 -0.542
N 2.98144 -2.01080 0.37983 -0.657 -0.477 0.515
C 4.16186 -1.34218 0.52519 0.541 0.534 -0.445
C 4.93427 -1.29589 1.67984 -0.091 -0.028 -0.053
C 6.10201 -0.55907 1.67611 0.054 0.014 0.071
C 6.51300 0.13222 0.54181 0.127 0.103 -0.036
C 5.76034 0.10067 -0.61902 0.004 0.042 -0.040
C 4.59261 -0.63572 -0.61852 -0.190 -0.202 0.169
S 3.43998 -0.85204 -1.91152 -0.082 -0.206 0.338
C 0.59121 -1.95578 -2.33223 -0.146 0.004 -0.174
C -0.68471 -1.27205 -1.79357 0.039 -0.027 -0.106
C -3.54097 -0.01286 -0.88958 0.044 -0.041 0.060
C -4.87010 -0.37657 -0.75370 -0.329 -0.122 0.000
H -8.51594 -1.47036 0.09211 0.046 0.030 -0.080
H -7.68839 -0.13025 -0.73899 0.014 -0.043 0.005
H -7.27856 -1.82296 -1.13889 -0.005 0.040 0.025
H -4.88814 -1.12165 2.53217 -0.056 -0.036 0.118
H -2.52911 -0.46618 2.29467 0.084 -0.001 0.081
H -0.82116 0.44628 1.09372 -0.062 -0.016 -0.142
H -0.20864 1.93196 2.26918 -0.040 -0.072 0.066
H -0.52499 3.60763 1.81444 -0.046 0.073 0.006
H 0.96140 3.18236 2.66526 0.074 -0.001 0.071
H 1.40839 0.52402 0.73443 -0.034 -0.135 0.011
H 2.49304 1.41996 -0.32244 0.036 -0.047 -0.070
H 2.64336 1.57865 1.42620 0.071 0.040 0.107
H 2.24528 3.84616 -0.71458 0.059 0.040 -0.030
H 1.10495 4.79437 0.23142 0.010 0.102 -0.005
H 2.52708 4.08709 1.01407 0.038 -0.073 0.134
H -1.33267 -2.37293 0.70238 0.086 0.008 -0.011
H 0.14496 -1.64523 1.38591 -0.044 -0.017 0.039
H 1.15240 -3.56683 0.52686 -0.142 -0.039 -0.061
H -0.11557 -3.81370 -0.69961 0.036 0.011 0.040
H 4.60908 -1.83588 2.55481 -0.038 -0.065 0.108
H 6.70803 -0.51910 2.56921 0.050 0.003 0.069
H 7.43051 0.70055 0.56359 0.080 0.044 0.005
H 6.07355 0.63414 -1.50308 0.079 0.078 -0.072
H 1.20429 -1.24290 -2.88433 -0.108 -0.041 -0.013
H 0.32834 -2.77991 -3.00330 0.028 0.112 -0.033
H -1.53788 -1.96848 -1.82158 0.014 0.049 -0.033
H -0.93201 -0.40815 -2.40924 -0.040 -0.139 -0.030
H -3.18184 0.32282 -1.84871 -0.043 -0.016 -0.045
H -5.50902 -0.33452 -1.62138 -0.096 -0.007 -0.061
```
Positions in Å, forces in eV/Å.

These are the Löwdin partial charges, in e, on atoms 1 to 4: -0.09, -0.08, -0.28, 0.00

=====

ORCA calculation (wB97M-V/def2-TZVPD) on a molecular structure, C24H30AgF5N7SeSi.

* energy relative to the best compared isomer or geometry (same formula, charge and spin): 0.0 kJ/mol
* multiplicity: 1
* gap between HOMO and LUMO: 3.7 eV
* charge: -1

```
69
Properties=species:S:1:pos:R:3:forces:R:3
Ag -0.32360 0.18334 -0.29956 0.599 0.178 1.281
N -1.79453 2.15552 -1.30131 -0.308 0.263 -0.557
C -1.02080 3.41355 -1.12834 -0.713 -0.804 -0.317
C -1.13336 3.97441 0.30984 2.144 0.476 -1.688
N -0.50200 3.12541 1.25743 -1.566 0.825 -0.278
C 0.82033 3.26819 1.65735 1.742 0.112 -1.529
C 1.84832 2.33374 0.89900 -0.370 -0.092 -0.162
N 1.52517 0.87960 1.05366 -0.172 0.757 -0.911
H -1.79957 1.81154 -2.29044 0.143 0.484 1.358
H -2.76931 2.24661 -1.00026 0.391 0.084 -0.182
H -1.30490 4.16419 -1.86132 -0.200 0.412 -0.129
H 0.01089 3.13162 -1.35911 0.068 0.252 0.250
H -2.14517 4.21198 0.57104 -0.764 0.003 0.144
H -0.55871 4.93953 0.25468 -0.568 -0.538 0.271
H -1.09744 2.42107 1.56464 -0.496 -1.551 0.948
H 0.93426 3.23362 2.72957 0.197 -0.299 0.543
H 1.07662 4.29948 1.32777 0.335 -0.448 0.438
H 2.84476 2.53551 1.31079 0.016 0.157 -0.289
H 1.80478 2.57965 -0.19206 0.286 -0.135 1.067
H 1.24712 0.75553 1.99404 -0.485 -0.621 1.245
H 2.30784 0.23632 0.89609 -0.293 0.677 -0.126
Se 3.48639 4.48136 -3.71014 0.563 -2.827 0.847
N 4.10608 3.07978 -4.75357 -0.679 -1.112 1.309
C 4.03509 1.94904 -4.02345 -1.494 2.266 1.997
C 4.11494 0.57199 -4.43584 0.573 0.278 -1.086
C 3.98436 -0.42909 -3.51165 0.833 0.124 -1.633
C 3.67040 -0.10706 -2.17423 -0.255 1.496 1.521
N 3.46912 1.09911 -1.66364 0.299 -0.602 -1.289
C 3.58923 2.16677 -2.56046 -0.364 0.435 -0.834
N 3.22120 3.40510 -2.19312 1.043 -0.749 -2.054
H 4.27040 0.45064 -5.53043 0.088 -0.411 0.990
H 4.23117 -1.48551 -3.75720 -0.660 0.923 0.031
H 3.57997 -0.94251 -1.48773 -0.082 0.112 0.189
F 0.43476 0.73665 -3.36541 -0.494 -0.775 0.007
C -0.32093 -0.44007 -3.26158 0.212 -0.230 -1.332
C -0.84325 -0.79931 -2.03758 -0.223 -1.524 -0.899
C -1.54795 -2.01578 -2.00503 0.015 0.897 -0.563
F -2.09778 -2.43304 -0.82128 0.391 0.022 -1.097
C -1.78643 -2.76824 -3.16748 0.252 -0.404 1.710
F -2.50312 -3.93664 -3.03546 0.518 0.982 -0.708
C -1.19940 -2.38967 -4.37414 -0.191 1.972 0.134
F -1.60813 -3.00297 -5.48056 0.266 -0.679 -0.767
C -0.46708 -1.16484 -4.48429 -0.559 -0.900 2.514
F 0.11870 -0.78564 -5.62994 -0.291 -0.078 0.006
C -3.71208 -0.36377 1.19272 -1.021 -0.268 0.580
Si -2.93344 -1.45324 2.54961 3.030 0.902 -0.719
C -3.20683 -3.30492 2.40564 -1.513 -0.528 -0.405
C -3.45222 -0.83131 4.24981 -0.432 -0.660 0.246
N -1.22053 -1.19555 2.27723 -3.261 1.177 -0.036
C -0.31139 -1.98331 2.79298 2.669 -0.882 0.272
C 0.42104 -1.74497 4.02464 -0.656 0.568 -0.786
C 1.64915 -2.32346 4.30337 -1.219 0.041 -0.145
C 2.19966 -3.22047 3.42910 0.718 -0.523 0.412
C 1.48441 -3.55243 2.29228 1.055 -0.577 -0.383
C 0.26527 -3.03354 1.99258 -0.886 -0.219 -1.049
H -4.45097 -0.95818 0.63067 0.189 0.287 -0.089
H -2.92776 -0.01302 0.51605 -0.122 -0.064 0.111
H -4.26547 0.49107 1.64834 0.392 -0.408 -0.363
H -2.60274 -3.65383 1.56165 0.315 -0.102 0.427
H -4.23754 -3.51660 2.03976 0.242 0.131 0.368
H -3.08436 -3.92222 3.32255 0.275 0.483 -0.607
H -4.24464 -1.50691 4.63551 0.029 0.610 -0.067
H -3.82036 0.21554 4.14314 0.438 -0.685 0.570
H -2.58638 -0.99545 4.93502 -0.561 0.627 -0.471
H 0.07506 -0.91059 4.63315 -0.126 -0.163 0.075
H 2.11764 -2.09682 5.22671 0.575 0.308 0.745
H 3.13072 -3.71319 3.68863 0.081 0.054 -0.258
H 1.99494 -4.17293 1.56486 -0.208 -0.392 -0.060
H -0.18966 -3.38039 1.01469 0.252 0.876 1.260
```
Positions in Å, forces in eV/Å.

These are the Löwdin partial charges, in e, on atoms 1 to 4: 0.76, -0.04, -0.26, -0.22

=====

ORCA calculation (wB97M-V/def2-TZVPD) on a molecular structure, C24H30AuN7Sb.

* multiplicity: 3
* gap between HOMO and LUMO (alpha / beta): 9.4 / 5.6 eV
* charge: +3

```
63
Properties=species:S:1:pos:R:3:forces:R:3
Au 0.08794 0.05621 0.05902 -0.029 -0.029 -0.027
C 2.94613 0.47887 -1.97960 0.018 0.021 -0.034
C 1.88258 -0.16351 -2.80797 -0.044 -0.041 0.010
C 2.10102 -0.45939 -4.15124 -0.024 -0.016 -0.064
C 1.10583 -1.05075 -4.90574 0.028 0.029 0.045
C -0.10532 -1.34695 -4.29141 0.059 0.070 0.164
C -0.23599 -1.01586 -2.95330 -0.511 -0.394 -0.614
N 0.70615 -0.43908 -2.21855 0.081 0.063 0.320
Sb -2.09364 -1.55079 -1.99329 0.949 0.671 0.781
C -2.87819 0.29233 -1.20244 -0.667 -0.352 -0.500
C -4.16954 0.63101 -1.56692 0.106 0.035 0.077
C -4.67036 1.83919 -1.09444 0.042 -0.010 0.014
C -3.85459 2.62586 -0.30538 -0.037 0.002 -0.015
C -2.56418 2.20448 0.00780 0.024 0.020 -0.014
C -1.66887 3.04163 0.86205 -0.049 0.020 0.027
N -2.08616 1.03224 -0.43992 0.343 0.016 0.120
C -1.52999 -2.72652 -0.28024 -0.576 -0.521 -0.474
C -2.07656 -3.99392 -0.18588 0.070 0.076 0.055
C -1.76131 -4.74231 0.94285 0.018 0.033 -0.010
C -0.93966 -4.17726 1.89763 -0.001 -0.035 -0.008
C -0.43782 -2.88979 1.71886 0.005 0.013 0.016
C 0.45595 -2.26501 2.73891 0.011 -0.050 0.014
N -0.73215 -2.17381 0.62096 0.136 0.340 0.110
H 3.92758 0.34047 -2.42814 0.006 -0.007 0.021
H 2.94913 0.04269 -0.97822 -0.019 0.014 -0.019
H 2.75935 1.55365 -1.91786 -0.008 -0.006 -0.002
H 3.05835 -0.22321 -4.59625 -0.005 -0.013 0.015
H 1.26561 -1.28858 -5.94917 0.012 0.011 0.001
H -0.90772 -1.82277 -4.84070 0.010 0.014 0.020
H -4.77001 -0.01255 -2.19730 0.022 0.009 0.012
H -5.67258 2.15746 -1.34981 0.002 0.003 0.013
H -4.20805 3.57627 0.07190 0.017 -0.009 -0.009
H -1.97892 4.08452 0.84920 0.018 0.004 -0.005
H -0.64175 2.97132 0.49793 -0.025 -0.020 0.000
H -1.72119 2.69390 1.89697 -0.007 -0.007 -0.023
H -2.72930 -4.39051 -0.95308 0.019 0.014 0.007
H -2.16053 -5.73982 1.07163 0.010 0.002 0.005
H -0.67946 -4.72768 2.79186 -0.010 0.022 -0.001
H 0.36895 -2.77042 3.69829 -0.004 0.020 0.008
H 0.19125 -1.21301 2.86656 0.003 -0.017 -0.022
H 1.49526 -2.34769 2.41340 -0.016 -0.011 -0.008
C 1.05475 1.89795 2.81785 0.084 0.011 0.130
N 2.05427 2.57017 3.65246 0.057 -0.230 -0.129
C 2.66475 3.73749 3.01467 -0.067 0.057 0.085
N 3.33579 3.06376 1.90317 -0.087 -0.342 0.103
C 2.41650 2.40981 0.97445 -0.057 0.144 0.028
N 1.72609 1.28009 1.64696 0.030 -0.043 0.050
C 2.78133 0.34963 2.17801 0.017 0.114 -0.083
N 3.72698 1.01403 3.05681 0.113 -0.028 0.005
C 3.03347 1.60435 4.19714 -0.134 0.139 -0.119
C 4.37463 2.11707 2.35343 0.014 0.065 -0.059
H 0.31629 2.62158 2.49001 0.011 0.037 -0.036
H 0.57247 1.11908 3.40624 -0.011 0.026 0.068
H 3.37251 4.22667 3.67716 0.062 -0.029 0.009
H 1.91573 4.44408 2.66780 -0.046 -0.017 -0.047
H 2.98688 2.02673 0.13565 0.079 0.027 -0.027
H 1.68214 3.13035 0.61808 -0.021 0.019 -0.003
H 3.31615 -0.07446 1.33012 0.009 -0.029 -0.015
H 2.29124 -0.44916 2.72210 -0.031 -0.006 0.021
H 3.72882 2.11908 4.85535 0.039 0.013 -0.003
H 2.50274 0.83624 4.75693 -0.060 0.026 0.025
H 4.90412 1.73615 1.48126 0.014 0.055 -0.039
H 5.07898 2.62988 3.00417 0.007 0.005 0.032
```
Positions in Å, forces in eV/Å.

These are the Löwdin partial charges, in e, on atoms 1 to 4: 0.74, -0.02, -0.29, 0.03

=====

ORCA calculation (wB97M-V/def2-TZVPD) on a molecular structure, C24H30BLiO18.

* energy relative to the best compared isomer or geometry (same formula, charge and spin): 549.5 kJ/mol
* multiplicity: 1
* gap between HOMO and LUMO: 8.1 eV
* charge: 0

```
74
Properties=species:S:1:pos:R:3:forces:R:3
Li -0.51901 0.54898 0.01662 -0.110 -0.124 -0.015
O -8.62622 -4.54642 -1.16524 1.936 0.872 -1.130
C -7.56877 -4.25548 -1.70596 -0.363 -1.554 2.152
O -6.35338 -4.29181 -1.08900 -0.733 0.524 -1.055
B -5.29004 -4.01072 -2.10788 -0.713 -1.271 0.335
O -6.01457 -3.76941 -3.36794 -0.966 -0.095 -0.104
C -7.33461 -3.90191 -3.16989 -1.369 1.665 -0.955
O -8.26012 -3.60933 -3.91572 2.149 -0.851 0.824
O -4.37956 -5.17864 -2.22848 3.263 1.987 0.652
C -3.06699 -4.66543 -2.03833 1.381 -3.190 -1.417
O -2.00364 -5.32132 -2.17293 -4.167 2.505 0.754
C -3.19120 -3.12027 -1.75181 1.841 -0.564 0.303
O -4.45200 -2.86706 -1.72354 -0.798 1.066 0.025
O -2.25256 -2.36024 -1.56168 -1.285 -0.855 -0.174
O 3.68883 -0.50681 -0.45099 2.919 0.816 -0.015
C 4.92868 -0.39675 -0.52924 -5.422 -1.131 0.179
O 5.68900 -0.77268 0.47674 -0.921 0.066 2.031
C 7.02797 -0.79409 0.15161 2.065 -0.474 0.190
C 7.12906 0.00361 -1.10011 -0.714 0.382 -2.526
C 5.69567 -0.15422 -1.74799 1.699 -0.089 0.704
H 7.36707 -1.82956 0.12148 -0.182 -0.248 -0.684
H 7.70161 -0.39299 0.90886 -0.583 0.431 0.462
H 7.85065 -0.38706 -1.81760 0.366 0.393 0.305
H 7.26472 1.06298 -0.88231 0.383 -0.075 -0.050
H 5.63963 -1.14340 -2.20240 0.007 0.119 -0.663
H 5.28009 0.63126 -2.37919 0.294 -0.189 0.087
O -4.08984 0.75040 0.98346 -2.358 -0.449 1.037
C -5.12634 0.30114 1.48727 2.053 0.733 -2.483
O -6.37625 0.62098 1.02705 1.215 0.243 0.160
C -7.39810 -0.16859 1.65199 0.554 0.052 1.419
C -6.67064 -0.77447 2.90082 -0.121 -0.989 -0.202
C -5.19409 -0.72408 2.53997 -0.318 -0.663 1.497
H -7.78224 -0.87241 0.91363 0.157 -0.201 0.238
H -8.20096 0.48968 1.98393 0.032 0.062 -0.276
H -6.93085 -1.81401 3.10014 -0.421 0.111 -0.094
H -6.78405 -0.24105 3.84459 -0.607 0.345 -0.322
H -4.79579 -1.71075 2.30343 -0.050 0.172 -0.922
H -4.59688 -0.48670 3.42036 0.106 0.554 -0.160
O 0.12154 -1.62503 2.62033 0.485 -1.402 -0.216
C 0.57170 -2.68597 3.02864 -0.007 1.556 -0.473
O 0.65916 -2.88601 4.33584 0.077 -1.002 0.933
C 1.16646 -4.22605 4.64609 0.317 0.483 0.410
C 1.85807 -4.70968 3.37422 0.274 0.399 -0.722
C 1.16064 -3.88062 2.29849 -0.513 0.296 -0.238
H 0.34010 -4.82879 5.02283 -0.069 -0.050 -0.339
H 1.86666 -4.08402 5.46929 -0.055 -0.056 -0.035
H 1.84927 -5.76943 3.11934 -0.450 -0.023 0.478
H 2.91675 -4.45055 3.36210 0.019 0.182 0.351
H 0.30620 -4.42414 1.89524 0.039 -0.007 -0.357
H 1.80887 -3.52945 1.49565 -0.189 -0.153 -0.047
O 0.08993 2.31103 -2.85458 0.421 0.420 -0.160
C 0.67700 2.94902 -3.69924 -0.450 0.598 2.232
O 0.75303 2.51062 -4.93747 0.287 0.591 -1.382
C 1.46606 3.43809 -5.78103 1.040 0.732 0.385
C 2.06248 4.52323 -4.87415 0.299 0.863 1.357
C 1.43195 4.31743 -3.49704 -0.754 -1.451 -0.163
H 0.85011 3.98051 -6.49829 -0.411 -0.901 -0.151
H 2.29960 2.90261 -6.23553 -0.487 -0.140 -0.378
H 1.81009 5.54572 -5.15507 0.142 -0.193 -0.595
H 3.14565 4.47275 -4.76316 -0.012 -0.146 -0.362
H 0.75827 5.11722 -3.18947 -0.375 -0.239 -0.279
H 2.09723 4.22275 -2.63881 0.257 -0.274 -0.253
O 1.06869 3.43675 1.47889 0.671 0.947 0.541
C 2.01817 4.15721 1.75509 -2.809 -1.823 -0.788
O 3.19393 3.87167 1.24694 2.375 0.232 -0.185
C 4.21005 4.85563 1.67292 -0.872 -0.223 -0.070
C 3.35996 6.02562 2.10896 -0.415 0.067 0.276
C 2.08202 5.35562 2.61284 0.587 0.802 0.939
H 4.85947 5.05528 0.82057 -0.065 -0.139 0.151
H 4.77593 4.50230 2.53492 0.042 -0.524 -0.228
H 3.06633 6.59772 1.22886 0.425 0.602 0.272
H 3.81927 6.54893 2.94758 0.108 0.611 -0.608
H 1.23484 6.03757 2.68587 -0.176 -0.432 -0.545
H 2.24006 5.02287 3.63870 0.026 -0.285 0.144
```
Positions in Å, forces in eV/Å.

These are the Löwdin partial charges, in e, on atoms 1 to 4: 0.89, 0.12, -0.35, 0.19

=====

Question: Which value of multiplicity does entry 1 give?
Answer: 1